1.
# C21H25NO4S

C21H25NO4S in the gas phase at a distorted geometry (wB97M-V/def2-TZVPD, the Open Molecules 2025 dataset).

XYZ file:
```
52
Properties=species:S:1:pos:R:3:forces:R:3
C -6.275 -0.609 -1.247 0.18 0.00 -0.20
C -4.948 0.030 -1.663 -0.16 0.11 0.10
C -5.054 1.557 -1.656 0.06 -0.21 -0.17
C -3.825 -0.431 -0.768 0.01 -0.03 -0.12
C -3.841 -0.175 0.598 -0.06 0.04 -0.09
C -2.799 -0.587 1.409 0.08 -0.10 0.01
C -1.717 -1.274 0.878 -0.07 0.02 0.09
C -0.542 -1.673 1.727 0.02 -0.29 -0.01
N 0.651 -0.946 1.308 -0.17 -0.13 0.17
C 1.682 -1.671 0.768 -0.10 -0.14 0.20
O 1.651 -2.893 0.792 0.12 -0.25 -0.08
C 2.820 -0.955 0.167 0.50 -0.22 -0.28
C 3.968 -1.621 -0.046 -0.62 0.39 0.12
C 5.130 -1.048 -0.651 0.95 -0.70 -0.11
C 6.362 -1.605 -0.919 -0.86 0.23 0.24
C 7.131 -0.593 -1.524 -0.17 0.60 -0.13
C 6.321 0.506 -1.582 0.90 -0.29 -0.24
O 5.122 0.242 -1.061 -0.57 0.07 0.18
C 0.554 0.495 1.408 0.32 -0.04 0.20
C 1.723 1.127 2.200 -0.06 -0.30 0.25
C 1.652 2.622 2.000 -0.15 -0.17 -0.77
S 1.402 2.718 0.197 -0.48 0.33 0.08
O 2.659 2.519 -0.468 0.44 -0.42 0.06
O 0.635 3.877 -0.165 -0.27 0.09 0.16
C 0.391 1.204 0.059 0.28 0.67 0.19
C -1.701 -1.540 -0.485 0.01 -0.02 0.10
C -2.741 -1.124 -1.294 0.01 0.00 0.01
H -6.564 -0.289 -0.250 -0.06 0.03 0.13
H -7.063 -0.324 -1.941 -0.13 0.02 -0.04
H -6.189 -1.694 -1.248 -0.06 -0.10 0.03
H -4.722 -0.291 -2.686 0.03 0.00 0.09
H -5.311 1.923 -0.665 -0.03 0.06 0.12
H -5.825 1.882 -2.351 -0.09 0.09 -0.05
H -4.109 2.005 -1.954 0.06 0.10 -0.01
H -4.671 0.357 1.038 -0.12 0.08 0.04
H -2.835 -0.378 2.470 0.03 0.02 0.11
H -0.739 -1.475 2.786 -0.02 -0.03 -0.06
H -0.314 -2.734 1.602 -0.08 0.20 0.14
H 2.740 0.072 -0.151 0.04 0.14 0.01
H 4.045 -2.656 0.258 -0.03 -0.06 0.01
H 6.664 -2.611 -0.708 -0.01 -0.23 0.08
H 8.142 -0.665 -1.870 0.19 0.06 -0.09
H 6.484 1.496 -1.959 -0.08 0.15 -0.02
H -0.354 0.688 1.990 0.14 -0.01 -0.12
H 2.680 0.761 1.830 -0.03 -0.01 0.09
H 1.638 0.846 3.251 0.03 0.00 -0.04
H 2.563 3.144 2.269 0.07 0.14 -0.11
H 0.788 3.081 2.470 -0.12 0.08 0.03
H -0.633 1.510 -0.130 -0.07 0.05 -0.03
H 0.755 0.618 -0.778 0.10 0.04 -0.07
H -0.866 -2.080 -0.907 0.13 -0.07 -0.07
H -2.711 -1.340 -2.352 -0.02 -0.01 -0.12
```
Forces are in eV/Å.

Output
HOMO level (eV): -8.2
Largest force on an atom (Eh/bohr): 0.0230
SMILES string: CC(C)c1ccc(CN(C(=O)/C=C/c2ccco2)[C@H]2CCS(=O)(=O)C2)cc1
E_tot (eV): -42697.376
Multiplicity: 1
HOMO-LUMO gap (eV): 8.4011



2.
# C3H9N3O

C3H9N3O in the gas phase (wB97M-V/def2-TZVPD, the Open Molecules 2025 dataset).

XYZ file:
```
16
Properties=species:S:1:pos:R:3:forces:R:3
N -2.827 -0.692 0.184 -0.30 0.00 -0.15
C -1.825 0.338 -0.035 0.11 -0.37 0.09
N -0.516 -0.205 0.303 0.12 0.08 0.18
C 0.626 0.245 -0.282 -0.01 -0.22 -0.27
O 0.621 0.997 -1.236 -0.09 0.47 -0.11
C 1.934 -0.232 0.337 -0.64 -0.23 0.54
N 3.111 0.035 -0.454 -0.19 -0.12 0.00
H -3.220 -0.658 1.117 0.16 0.07 0.06
H -3.610 -0.552 -0.441 0.09 -0.12 -0.09
H -2.012 1.215 0.589 0.08 0.18 -0.16
H -1.796 0.623 -1.086 -0.13 0.09 0.08
H -0.505 -1.079 0.802 0.02 0.08 0.15
H 1.808 -1.291 0.594 0.25 -0.06 -0.19
H 1.976 0.269 1.310 0.25 0.03 -0.07
H 3.402 0.985 -0.269 0.07 0.02 -0.20
H 2.834 0.003 -1.434 0.21 0.11 0.15
```
Forces are in eV/Å.

Output
HOMO level (eV): -9.4
Largest force on an atom (Eh/bohr): 0.0169
SMILES string: NCNC(=O)CN
E_tot (eV): -9775.010
Multiplicity: 1
HOMO-LUMO gap (eV): 10.2661



3.
# C31H47BrN2P2Pt

A molecular structure, C31H47BrN2P2Pt at a distorted geometry (wB97M-V/def2-TZVPD, the Open Molecules 2025 dataset).

XYZ file:
```
84
Properties=species:S:1:pos:R:3:forces:R:3
N -5.902 3.150 -4.166 -0.27 -0.09 -0.41
C -5.582 3.945 -3.151 0.67 -0.24 0.35
C -4.403 3.786 -2.414 0.21 -0.67 -0.12
C -3.576 2.691 -2.727 0.16 -0.03 -0.11
C -3.864 1.917 -3.863 -0.85 0.08 -0.09
C -5.060 2.190 -4.553 0.77 0.08 0.81
C -2.335 2.423 -1.942 1.59 1.71 -2.11
Pt -1.813 0.458 -1.706 -1.26 -1.02 0.06
P 3.404 0.022 -0.754 1.61 0.90 1.42
C -1.127 2.055 -2.724 -0.91 3.52 0.32
C 0.207 2.594 -2.339 -0.17 -1.47 -0.02
C 1.324 2.020 -2.950 -0.14 0.68 0.68
C 2.606 2.258 -2.415 -0.61 -0.55 -0.21
C 2.650 2.845 -1.155 -0.04 3.26 -3.50
C 1.677 3.767 -0.802 -1.73 -0.01 -0.02
C 0.379 3.544 -1.331 1.52 0.34 0.37
Br 2.668 1.635 0.780 0.14 -3.39 1.39
H -2.207 3.037 -1.045 -0.07 -0.31 -0.27
H -1.233 2.017 -3.823 -0.23 -0.50 0.55
H -4.101 4.485 -1.627 -0.35 -0.32 -0.17
H -3.209 1.099 -4.208 -0.44 0.46 0.29
H -6.288 4.720 -2.865 0.04 -0.06 -0.25
H -5.329 1.580 -5.413 -0.12 0.23 0.07
H 1.156 1.310 -3.755 0.23 0.35 -0.30
H -0.487 4.043 -0.921 0.19 0.36 -0.09
H 3.462 1.991 -3.031 -0.24 -0.28 0.58
H 1.827 4.551 -0.042 -0.04 -0.67 -0.14
P -1.813 -1.783 -1.890 -0.34 -0.77 0.87
C 4.963 1.008 -1.159 0.17 0.02 0.01
C 5.590 1.456 -2.497 0.24 -0.09 -0.54
H 5.725 0.464 -0.601 -0.13 -0.14 0.09
H 4.773 1.934 -0.611 0.15 -0.29 0.06
H 5.262 2.473 -2.775 0.18 -0.58 0.12
H 6.682 1.508 -2.357 -0.44 -0.04 0.05
H 5.427 0.775 -3.350 0.28 0.55 0.43
C 2.478 -0.811 -2.072 -1.53 0.02 0.17
C 3.408 -1.047 -3.253 0.78 0.03 -0.29
H 1.600 -0.199 -2.317 0.39 -0.15 -0.02
H 2.060 -1.771 -1.713 0.42 0.52 0.31
H 2.881 -1.044 -4.208 -0.16 -0.11 0.17
H 4.171 -0.266 -3.323 -0.46 -0.39 -0.11
H 3.944 -1.997 -3.149 -0.17 0.17 -0.05
C 3.855 -1.343 0.372 0.35 0.07 0.15
C 4.943 -1.112 1.427 0.02 -0.26 0.15
H 4.153 -2.170 -0.286 -0.09 0.12 -0.11
H 2.944 -1.665 0.892 -0.03 0.09 -0.30
H 5.195 -2.090 1.850 -0.04 0.16 -0.04
H 5.881 -0.685 1.065 -0.22 -0.03 -0.11
H 4.573 -0.502 2.246 0.00 0.17 0.02
C -1.303 -2.428 -0.280 0.18 -0.95 0.32
C -1.128 -3.954 -0.211 0.07 -0.11 0.49
H -2.067 -2.111 0.453 0.24 0.00 -0.30
H -0.371 -1.920 0.018 -0.24 -0.03 -0.18
H -2.100 -4.472 -0.276 0.44 0.16 -0.01
H -0.458 -4.354 -0.991 -0.27 0.19 0.23
H -0.684 -4.198 0.769 -0.21 -0.13 -0.42
C -0.552 -2.261 -3.139 0.26 -0.10 -0.27
C -1.021 -3.136 -4.304 0.02 -0.23 -0.18
H 0.281 -2.745 -2.609 -0.24 -0.01 -0.04
H -0.148 -1.320 -3.538 -0.13 -0.17 0.08
H -1.311 -4.142 -3.969 0.07 0.29 -0.10
H -1.873 -2.696 -4.837 0.24 -0.08 0.14
H -0.202 -3.243 -5.031 -0.29 -0.02 0.24
C -3.381 -2.646 -2.288 -0.13 -0.48 -0.42
C -4.660 -2.342 -1.492 -0.09 0.28 0.12
H -3.187 -3.728 -2.192 0.11 0.30 -0.18
H -3.572 -2.460 -3.356 0.05 -0.05 0.30
H -5.483 -2.972 -1.879 0.45 0.32 0.18
H -4.558 -2.561 -0.419 0.06 0.01 -0.27
H -4.972 -1.291 -1.595 0.12 -0.28 -0.04
C -2.601 1.135 4.593 0.05 0.26 0.29
C -2.653 1.093 3.085 -0.02 0.07 0.20
C -1.564 1.632 2.393 0.21 -0.28 -0.80
C -1.444 1.411 1.025 -0.74 -0.20 0.28
N -2.430 0.797 0.327 -0.20 -0.31 0.29
C -3.587 0.419 0.940 0.72 0.40 0.77
C -3.700 0.523 2.340 0.20 -0.01 -0.61
H -1.704 1.687 4.901 -0.24 -0.18 -0.02
H -3.452 1.630 5.075 -0.01 -0.13 -0.35
H -2.530 0.133 5.033 -0.07 0.10 -0.25
H -0.771 2.184 2.897 -0.24 -0.29 0.02
H -0.555 1.711 0.448 -0.51 -0.10 0.37
H -4.424 0.042 0.329 0.76 0.13 0.24
H -4.599 0.143 2.835 0.33 0.19 -0.20
```
Forces are in eV/Å.

Output
HOMO level (alpha / beta) (eV): -13.1 / -13.0
Charge: +2
Largest force on an atom (Eh/bohr): 0.0931
Expectation value of S²: 2.0321
E_tot (eV): -127737.525
Multiplicity: 3
HOMO-LUMO gap (alpha / beta) (eV): 6.1894 / 6.0973



4.
# C16H48O8

8 unconnected molecules or ions with the total composition C16H48O8 at a distorted geometry (wB97M-V/def2-TZVPD, the Open Molecules 2025 dataset).

XYZ file:
```
72
Properties=species:S:1:pos:R:3:forces:R:3
C 6.760 0.792 -6.023 0.25 -0.04 -0.48
C 6.183 -0.092 -4.981 -0.70 -0.53 -0.24
O 6.704 0.275 -3.738 0.08 -0.46 1.00
H 7.847 0.760 -5.939 0.02 0.00 -0.19
H 6.444 1.815 -5.817 -0.07 0.11 -0.41
H 6.446 0.427 -7.000 0.06 0.45 -0.22
H 6.359 -1.148 -5.190 0.72 -0.05 0.31
H 5.094 -0.081 -5.012 -0.35 0.46 0.21
H 6.340 1.129 -3.493 -0.02 0.07 0.04
C 0.276 -8.752 -1.288 0.50 0.42 0.42
C 1.620 -8.060 -0.961 -1.05 0.15 -0.05
O 1.621 -6.806 -1.680 0.07 -0.84 -0.04
H 0.129 -8.981 -2.343 0.29 0.15 -0.03
H -0.527 -8.087 -0.971 -0.07 -0.07 -0.03
H 0.193 -9.686 -0.732 0.02 -0.01 0.05
H 2.447 -8.746 -1.143 0.31 0.28 -0.71
H 1.678 -7.877 0.112 -0.23 0.18 0.18
H 2.307 -6.205 -1.379 0.15 -0.25 0.21
C -0.022 0.636 -1.015 -0.73 0.78 1.54
C -0.186 1.407 0.352 2.21 -0.46 -1.76
O -0.402 0.500 1.382 -1.72 -0.30 1.11
H -1.043 0.425 -1.335 0.15 -0.13 -0.43
H 0.453 -0.314 -0.771 0.28 0.04 -0.41
H 0.528 1.224 -1.750 -0.06 -0.21 -0.03
H -0.921 2.200 0.211 -0.46 -0.41 0.70
H 0.752 1.887 0.630 0.22 0.55 -0.52
H 0.207 -0.240 1.325 0.09 0.13 -0.18
C 0.926 -4.534 4.965 -0.09 -0.32 0.27
C 2.247 -3.982 4.404 -0.57 0.75 0.12
O 2.040 -3.563 3.060 -0.84 -0.35 -0.89
H 0.523 -5.372 4.396 -0.02 0.31 -0.50
H 0.181 -3.750 5.102 -0.03 0.10 -0.65
H 0.945 -4.957 5.970 0.91 0.09 0.22
H 3.089 -4.669 4.481 -0.08 -0.06 0.15
H 2.441 -3.029 4.897 0.49 -0.33 0.78
H 2.819 -3.549 2.500 0.23 -0.17 0.49
C -3.465 7.005 -0.902 0.91 0.80 0.28
C -4.094 8.362 -1.165 -0.55 -0.79 -0.56
O -5.495 8.201 -1.212 -1.02 0.48 0.57
H -3.645 6.267 -1.684 -0.02 0.12 -0.05
H -3.790 6.615 0.062 -0.18 0.00 -0.09
H -2.398 7.209 -0.810 0.29 -0.49 -0.12
H -3.835 8.811 -2.124 0.76 -0.07 -0.04
H -3.831 9.069 -0.379 -0.26 -0.05 0.06
H -5.711 7.550 -1.883 0.07 -0.01 -0.04
C 6.477 4.637 0.781 -0.26 -0.51 0.45
C 5.812 5.542 -0.225 0.32 0.96 0.28
O 5.546 4.838 -1.405 -0.11 -1.06 -0.70
H 7.380 4.162 0.399 -0.09 0.04 -0.16
H 5.770 3.866 1.088 0.03 -0.28 -0.24
H 6.733 5.116 1.725 0.04 0.48 -0.19
H 6.448 6.398 -0.451 0.22 0.14 0.07
H 4.884 5.952 0.175 -0.16 0.00 0.23
H 5.459 5.411 -2.170 0.01 0.21 0.25
C -6.057 2.080 3.861 -0.94 -0.38 0.00
C -5.021 2.584 4.817 -0.35 0.92 -0.64
O -4.175 1.566 5.211 0.87 -1.11 0.90
H -6.852 2.802 3.673 0.33 0.40 -0.44
H -6.627 1.258 4.295 0.33 -0.34 0.11
H -5.567 1.728 2.953 -0.30 0.09 -0.19
H -5.497 3.028 5.691 0.19 -0.05 0.15
H -4.424 3.339 4.307 -0.11 0.52 0.12
H -3.509 1.420 4.536 -0.01 -0.04 -0.02
C -5.576 -3.340 -0.628 0.77 0.97 -0.52
C -5.794 -4.241 -1.836 -1.27 -0.81 2.17
O -7.140 -4.750 -1.633 0.16 -0.16 -0.95
H -4.558 -2.951 -0.628 0.06 0.35 -0.04
H -5.669 -3.844 0.334 -0.19 -0.46 -0.21
H -6.297 -2.523 -0.625 0.12 0.09 -0.06
H -5.107 -5.076 -1.700 0.28 -0.06 -0.74
H -5.764 -3.802 -2.833 0.16 0.12 0.32
H -7.107 -5.288 -0.838 -0.09 -0.03 0.03
```
Forces are in eV/Å.

Output
HOMO level (eV): -10.0
Largest force on an atom (Eh/bohr): 0.0556
SMILES string: CCO.CCO.CCO.CCO.CCO.CCO.CCO.CCO
E_tot (eV): -33746.427
Multiplicity: 1
HOMO-LUMO gap (eV): 10.3079



5.
# C3H9NOS2

2 unconnected molecules or ions with the total composition C3H9NOS2 at a distorted geometry (wB97M-V/def2-TZVPD, the Open Molecules 2025 dataset).

XYZ file:
```
16
Properties=species:S:1:pos:R:3:forces:R:3
C -1.900 1.034 0.690 1.49 -1.05 3.74
C 1.515 1.123 0.354 -1.56 0.35 2.95
C -0.320 -0.986 -0.439 1.10 4.20 -0.30
N -0.041 -2.153 -1.013 -3.23 -1.39 0.37
O 2.372 -1.255 0.337 1.39 -1.51 -0.74
S -1.881 -0.774 0.453 0.26 -0.32 -0.72
S 1.184 -0.572 0.815 -1.84 0.43 0.15
H -0.970 1.263 1.415 -2.46 -0.22 -1.15
H -2.902 1.270 1.184 1.58 -0.03 -0.94
H -1.616 1.486 -0.206 -0.34 0.97 -1.68
H 1.750 1.725 1.277 -0.85 -0.46 -0.76
H 0.648 1.389 -0.209 -0.07 0.99 -0.60
H 2.421 1.057 -0.115 2.02 -0.12 -1.98
H -0.262 0.344 -1.675 -0.16 -1.86 2.11
H 0.826 -2.330 -1.400 2.14 -0.11 -0.64
H -0.825 -2.622 -1.469 0.53 0.15 0.21
```
Forces are in eV/Å.

Output
HOMO level (eV): -8.2
Largest force on an atom (Eh/bohr): 0.0846
E_tot (eV): -28460.625
Multiplicity: 1
HOMO-LUMO gap (eV): 8.6055



6.
# CH8N5

A gas-phase ion, CH8N5 (charge +1) at a distorted geometry (wB97M-V/def2-TZVPD, the Open Molecules 2025 dataset).

XYZ file:
```
14
Properties=species:S:1:pos:R:3:forces:R:3
N -2.176 0.716 -0.645 0.46 -0.73 0.53
N -1.605 0.420 0.677 -0.68 -0.99 -1.72
C -0.258 0.776 0.782 1.07 1.59 1.19
N 0.704 -0.063 -0.131 -1.21 0.13 -0.05
N 1.886 -0.341 0.110 -1.46 0.93 1.62
N 2.602 -1.232 -0.444 1.47 0.80 1.19
H -3.038 1.211 -0.504 -0.25 0.72 0.38
H -2.525 -0.156 -1.027 0.26 -0.22 -0.23
H -1.772 -0.582 0.909 0.15 1.22 0.13
H -0.065 0.611 1.853 0.92 -0.31 -0.51
H -0.008 1.868 0.586 -0.71 -1.46 -0.13
H 0.170 -0.479 -0.875 -0.04 -0.47 -0.84
H 3.464 -1.113 0.067 0.78 -0.97 -0.71
H 2.619 -1.637 -1.356 -0.77 -0.25 -0.84
```
Forces are in eV/Å.

Output
HOMO level (eV): -13.8
Charge: +1
Largest force on an atom (Eh/bohr): 0.0461
SMILES string: NNCNN=[NH2+]
E_tot (eV): -8607.297
Multiplicity: 1
HOMO-LUMO gap (eV): 9.2895



The calculation returns the following energy above the lowest of the compared OMol25 structures with the same formula, charge and spin values, one per record and in order: 29.5; 12.2; 67.7; 93.9; 111.0; 96.6 kcal per mole.